Entry 1:
Formula: C17H34ClGeN4O5RuSSe
Source: the OMol25 dataset
Level of theory: wB97M-V/def2-TZVPD

Summary:
Multiplicity: 2
Relative energy (zero: lowest compared OMol25 entry of this formula, charge and spin): 0.0 kcal per mole
HOMO-LUMO gap (spin up / spin down): 0.2519 / 0.2603 hartree
Strongest force on any atom: 2.7 eV Å⁻¹
Charge: +2

Last column: Löwdin charge in e.
Cartesian coordinates (Å):
Ru 0.626 -0.374 -0.985  0.90
O 3.286 -3.250 -2.300  -0.19
Cl 2.442 -2.212 -1.868  0.71
O 2.859 -1.565 -0.611  -0.44
O 1.057 -2.673 -1.569  -0.40
O 2.322 -1.124 -2.835  -0.40
N 4.030 1.081 -2.065  0.17
C 3.304 1.438 -1.028  -0.67
S 1.552 1.685 -1.286  0.75
N 3.906 1.662 0.125  0.11
C 3.432 2.219 1.367  -0.27
C 4.039 1.734 2.518  -0.03
C 3.690 2.260 3.752  -0.06
C 2.744 3.274 3.834  -0.06
C 2.150 3.756 2.675  -0.07
C 2.494 3.238 1.432  -0.06
H 3.570 0.760 -2.901  0.10
H 5.031 0.954 -2.004  0.15
H 4.880 1.388 0.166  0.17
H 4.791 0.955 2.451  0.13
H 4.167 1.884 4.648  0.12
H 2.496 3.710 4.793  0.12
H 1.440 4.572 2.727  0.12
H 2.080 3.676 0.536  0.09
C -1.741 -2.343 -0.056  -0.20
Ge -1.432 -2.354 1.859  0.77
C -2.418 -0.876 2.627  -0.21
C -1.782 -4.046 2.704  -0.19
C 0.534 -2.078 2.029  -0.51
Se 1.264 -0.400 1.439  1.04
C 0.613 0.779 2.812  -0.28
H -2.795 -2.171 -0.281  0.05
H -1.420 -3.263 -0.543  0.04
H -1.186 -1.499 -0.490  -0.05
H -3.482 -1.066 2.473  0.04
H -2.173 0.075 2.152  0.00
H -2.258 -0.795 3.703  0.04
H -2.846 -4.277 2.639  0.04
H -1.506 -4.012 3.758  0.04
H -1.225 -4.845 2.216  0.04
H 1.037 -2.826 1.414  0.03
H 0.835 -2.217 3.069  0.05
H -0.329 0.423 3.210  0.01
H 0.519 1.782 2.408  0.03
H 1.395 0.753 3.568  0.04
C -2.893 -1.105 -3.921  -0.01
N -1.821 -0.265 -3.366  -0.10
C -0.487 -0.596 -3.849  -0.04
C -1.964 0.405 -2.219  -0.44
O -0.999 0.584 -1.359  -0.28
N -3.124 0.968 -1.898  -0.10
C -3.331 1.509 -0.551  0.00
C -4.131 1.366 -2.891  -0.01
H -2.506 -2.118 -4.042  0.11
H -3.216 -0.745 -4.897  0.11
H -3.743 -1.142 -3.248  0.09
H -0.527 -0.745 -4.927  0.12
H -0.121 -1.524 -3.413  0.07
H 0.204 0.223 -3.658  0.07
H -2.755 0.943 0.174  0.07
H -4.389 1.434 -0.310  0.11
H -3.029 2.555 -0.504  0.11
H -3.714 1.340 -3.892  0.10
H -4.434 2.388 -2.671  0.11
H -5.013 0.730 -2.841  0.10


Entry 2:
Formula: C5H8O2S
Source: the OMol25 dataset
Level of theory: wB97M-V/def2-TZVPD

Summary:
Relative energy (zero: lowest compared OMol25 entry of this formula, charge and spin): 86.4 kcal per mole
HOMO-LUMO gap (spin up / spin down): 0.2949 / 0.2948 hartree
Strongest force on any atom: 3.6 eV Å⁻¹

Last column: Löwdin charge in e.
Cartesian coordinates (Å):
C -0.899 0.210 1.155  -0.47
C -0.384 1.292 0.363  -0.21
C -0.437 1.038 -1.137  -0.28
C -0.192 -1.102 1.148  -0.05
C 1.144 -1.296 0.861  -0.06
O -1.957 0.228 1.748  0.10
O 0.285 -0.763 -2.930  -0.62
S 1.026 -0.031 -1.882  0.86
H -1.061 2.103 0.679  0.13
H 0.647 1.639 0.617  0.14
H -1.381 0.533 -1.349  0.09
H -0.529 2.035 -1.695  0.11
H -0.831 -2.017 1.153  0.14
H 2.007 -0.731 1.132  0.08
H 1.064 -0.848 -0.629  -0.04
H 1.497 -2.289 0.766  0.07


Entry 3:
Formula: H28O14Xe
Source: the OMol25 dataset
Level of theory: wB97M-V/def2-TZVPD

Summary:
Relative energy (zero: lowest compared OMol25 entry of this formula, charge and spin): 8.4 kcal per mole
HOMO-LUMO gap: 0.3339 hartree
Strongest force on any atom: 1.2 eV Å⁻¹

Last column: Löwdin charge in e.
Cartesian coordinates (Å):
Xe 0.145 -0.424 -0.038  0.46
O -0.711 -0.645 3.851  -0.07
H -1.384 -1.091 3.337  -0.03
H -1.178 0.066 4.290  0.04
O 0.582 -4.220 -0.556  -0.08
H -0.169 -3.884 -0.067  -0.04
H 0.979 -4.866 0.028  0.03
O 3.231 1.473 -1.164  -0.05
H 3.556 2.363 -1.301  0.07
H 3.751 0.934 -1.761  0.07
O -2.062 -2.533 -2.654  -0.04
H -1.554 -1.724 -2.587  -0.01
H -2.967 -2.261 -2.501  0.06
O 0.652 2.467 -2.302  -0.06
H 0.899 2.730 -3.189  0.07
H 1.460 2.130 -1.917  0.00
O 3.733 0.838 1.685  -0.05
H 3.647 0.849 0.732  -0.01
H 4.259 1.612 1.887  0.06
O 1.388 1.517 3.002  -0.08
H 2.023 1.330 2.311  -0.03
H 1.063 0.657 3.269  0.00
O -1.057 3.780 -0.487  -0.07
H -1.767 3.555 -1.088  -0.01
H -0.293 3.320 -0.834  -0.01
O -1.493 0.492 -2.989  -0.09
H -1.394 0.082 -3.849  0.07
H -0.706 1.027 -2.886  -0.01
O -1.182 2.363 1.961  -0.10
H -0.576 1.653 2.177  -0.07
H -0.753 2.836 1.248  -0.02
O -1.965 -3.271 0.142  -0.09
H -1.849 -3.022 -0.775  -0.01
H -2.615 -3.973 0.119  0.07
O 4.068 -2.240 -0.010  -0.06
H 4.732 -1.807 0.526  0.02
H 3.430 -2.573 0.620  0.03
O -2.816 -1.965 2.603  -0.04
H -3.535 -1.391 2.337  0.06
H -2.641 -2.504 1.831  0.00
O -3.020 2.477 -1.786  -0.04
H -2.418 1.818 -2.131  -0.01
H -3.494 2.026 -1.087  0.06


Entry 4:
Formula: C8H11NOS
Source: the OMol25 dataset
Level of theory: wB97M-V/def2-TZVPD

Summary:
Relative energy (zero: lowest compared OMol25 entry of this formula, charge and spin): 93.7 kcal per mole
HOMO-LUMO gap: 0.2945 hartree
Strongest force on any atom: 3.0 eV Å⁻¹

Last column: Löwdin charge in e.
Cartesian coordinates (Å):
C -0.314 0.948 -0.427  -0.05
C -2.582 -1.043 -0.600  -0.39
C -0.320 -0.364 -0.166  -0.26
C 0.804 1.830 -0.237  -0.20
C 2.085 1.014 -0.213  -0.18
C 1.929 -0.124 0.876  -0.15
C 0.872 -1.066 0.385  -0.27
C 1.013 -2.418 0.512  0.06
N -1.351 -1.214 -0.475  0.09
O -2.885 1.082 0.797  -0.60
S -3.756 0.097 0.087  0.88
H -1.234 1.348 -0.711  0.09
H -3.124 -1.658 -1.308  0.07
H 0.973 2.611 -0.997  0.12
H 0.495 2.381 0.760  0.17
H 2.202 0.452 -1.104  0.11
H 2.969 1.571 -0.021  0.09
H 2.896 -0.609 1.016  0.10
H 1.614 0.373 1.863  0.15
H -4.291 0.753 -1.202  0.05
H 1.930 -2.876 0.873  0.05
H 0.076 -3.088 0.292  0.09